DFT (ωB97M-V/def2-TZVPD) results for a structure of composition C43H59InN4O8P3 at a distorted geometry.

```
118
Properties=species:S:1:pos:R:3:forces:R:3:lowdin_charge:R:1
In 13.238036 15.723545 11.303611 0.17 -0.42 -1.19 0.854
O 13.144642 15.491834 13.470950 0.22 0.93 1.13 -0.229
N 13.708463 16.348487 14.287083 0.87 -0.02 -3.23 0.065
N 14.458467 17.211233 13.624439 -2.28 -1.76 -0.13 -0.187
O 14.519810 17.257918 12.290255 -0.08 -0.34 1.27 -0.146
C 15.170260 18.125431 14.407459 1.36 0.97 1.58 -0.183
C 15.003524 18.114633 15.822843 0.26 -0.01 -0.19 -0.005
C 15.861801 18.861912 16.637983 -0.60 -0.51 -1.13 -0.068
C 16.845473 19.626380 16.036341 0.58 0.59 0.25 -0.091
C 16.991508 19.677638 14.661682 -1.24 -0.62 0.13 -0.067
C 16.156426 18.926481 13.822717 -0.05 0.06 0.40 -0.002
H 14.247995 17.479362 16.289719 0.28 0.27 -0.30 0.107
H 15.757305 18.824100 17.708050 -0.06 0.01 0.16 0.105
H 17.523332 20.233983 16.638608 -0.22 -0.23 -0.05 0.112
H 17.707815 20.346966 14.264010 0.68 0.36 -0.54 0.096
H 16.278365 18.964868 12.746716 -0.08 -0.14 0.08 0.112
C 7.869026 14.969194 8.978901 -0.83 -1.27 -0.21 -0.047
C 8.089894 16.432052 9.208694 0.99 0.19 -0.14 -0.406
C 8.110045 17.204971 7.905427 -0.98 0.27 -0.36 -0.038
O 9.476642 16.543196 9.713163 -0.17 0.02 0.60 -0.183
P 9.902058 16.705035 11.214863 1.71 -1.38 -0.78 0.486
O 11.025963 15.740701 11.581414 -0.99 1.76 -0.46 -0.318
C 10.294957 18.462568 11.295733 -0.42 0.83 -0.28 -0.192
P 11.713164 18.883231 10.243912 2.52 -0.60 0.90 0.516
O 12.637125 17.708092 10.063898 -1.13 0.42 0.08 -0.310
O 12.585286 19.905565 11.113786 -0.93 0.78 -0.73 -0.198
C 12.261633 21.348716 11.416161 0.56 -2.26 0.80 -0.400
C 11.763732 21.398036 12.846790 -0.89 -0.12 -0.01 -0.048
C 13.553763 22.104356 11.205196 -0.06 0.27 -0.48 -0.030
O 11.197140 19.548659 8.916835 -0.44 -0.03 0.61 -0.185
C 12.118863 20.166760 7.931061 -0.37 0.23 -0.07 -0.410
C 11.281620 21.145244 7.099602 0.81 0.59 -0.48 -0.038
C 12.798306 19.057280 7.158801 -0.03 -0.62 -0.07 -0.038
O 8.662121 16.458417 12.075285 -1.06 -0.21 0.42 -0.168
C 8.464685 16.063456 13.485938 0.10 0.44 0.24 -0.372
C 9.688356 15.393626 14.101051 0.60 1.54 0.99 -0.042
C 8.039532 17.334201 14.206575 -0.08 0.17 0.03 -0.044
H 6.885929 14.775472 8.522752 0.15 0.29 0.11 0.096
H 7.872693 14.361448 9.899743 0.22 0.42 -0.21 0.087
H 8.594810 14.539289 8.273186 0.02 0.31 0.32 0.098
H 7.409102 16.830141 9.974388 0.17 0.03 -0.34 0.143
H 8.781129 16.720047 7.196384 0.03 -0.06 0.07 0.089
H 8.392118 18.270121 7.955195 -0.09 -0.47 0.40 0.084
H 7.087884 17.151242 7.489015 0.41 0.10 0.00 0.097
H 10.594632 18.672926 12.330375 0.04 0.16 -0.21 0.076
H 9.434671 19.143758 11.014766 0.66 -1.05 0.41 0.123
H 11.429447 21.626765 10.794717 -0.05 0.45 -0.72 0.129
H 12.431082 20.883809 13.552218 -0.15 0.21 -0.25 0.097
H 10.707345 21.006535 12.945741 1.18 0.27 -0.09 0.091
H 11.720424 22.462047 13.059558 -0.10 0.10 0.55 0.082
H 14.449947 21.567463 11.554732 -0.60 -0.06 0.08 0.097
H 13.461653 23.026919 11.786945 0.28 0.12 -0.44 0.087
H 13.704605 22.301255 10.127809 -0.01 0.19 0.56 0.084
H 12.853018 20.704956 8.540714 -0.05 0.11 -0.25 0.125
H 10.507450 20.688366 6.461987 0.25 -0.16 0.54 0.088
H 11.982852 21.647589 6.378107 -0.55 -0.35 0.71 0.102
H 10.833364 21.938038 7.727785 0.17 -0.48 -0.28 0.084
H 12.014519 18.449476 6.631271 0.81 0.42 0.46 0.107
H 13.356843 18.429722 7.897089 -0.43 0.30 -0.86 0.079
H 13.509440 19.464997 6.412950 -0.43 -0.16 0.41 0.098
H 7.591754 15.413145 13.436470 0.23 -0.25 -0.06 0.146
H 10.532332 16.162591 14.193696 -1.03 -1.08 -0.26 0.099
H 10.067198 14.545270 13.546874 -0.08 -0.15 0.02 0.070
H 9.442987 15.130733 15.157185 0.04 -0.07 -0.84 0.106
H 8.827743 18.097836 14.205024 -0.04 -0.19 -0.12 0.079
H 7.825686 17.118680 15.256102 -0.11 -0.06 -0.12 0.092
H 7.139565 17.756152 13.731433 0.32 -0.14 0.24 0.093
C 10.536885 12.281302 10.892439 0.10 0.12 0.81 -0.050
C 11.344238 11.175636 11.596187 0.52 0.36 0.13 -0.231
C 10.638800 10.081172 12.126334 0.76 0.65 -0.20 -0.044
C 11.361933 9.025772 12.678891 0.52 0.06 0.05 -0.074
C 12.752355 9.056459 12.700883 0.21 -0.45 -0.27 -0.084
C 13.480339 10.148888 12.248727 0.04 -0.76 -0.32 -0.122
C 12.784104 11.208168 11.715667 -0.87 1.02 0.17 -0.303
P 13.748703 12.740142 11.358721 -0.48 0.38 0.67 1.100
C 15.450446 12.529162 12.066580 0.39 -0.73 -0.43 -0.307
C 16.520954 12.372966 11.169158 0.55 0.21 0.06 -0.090
C 17.792456 12.008974 11.613931 -0.95 0.14 0.64 -0.085
C 18.064436 11.827156 12.969641 -0.20 -0.16 -0.17 -0.076
C 17.032582 12.011066 13.878062 -0.94 0.50 -0.48 -0.039
C 15.723683 12.375596 13.439574 -0.09 -0.73 0.56 -0.259
C 14.610965 12.456942 14.479499 -0.09 0.72 0.46 -0.053
C 13.949068 12.518828 9.583376 0.02 1.34 -0.43 -0.352
C 14.436770 11.344869 9.063145 0.29 -1.03 0.08 -0.111
C 14.648302 11.187319 7.711023 0.14 -1.14 -0.23 -0.084
C 14.319746 12.189366 6.807517 -0.16 0.46 0.14 -0.070
C 13.765455 13.363697 7.309489 0.34 0.85 0.60 -0.034
C 13.641354 13.581083 8.707562 0.19 -1.18 -0.12 -0.292
C 13.178959 14.894148 9.188060 0.58 1.36 1.10 -0.189
H 9.463017 12.089188 11.093161 0.52 0.08 -0.35 0.073
H 10.721730 12.270125 9.804189 -0.08 0.09 0.42 0.089
H 10.738497 13.308386 11.296723 0.12 -0.84 -0.43 0.055
H 9.546836 10.126117 12.104478 0.37 -0.32 -0.02 0.110
H 10.912559 8.137446 13.087479 -0.47 -0.04 -0.01 0.101
H 13.307069 8.171390 12.982773 -0.13 -0.05 0.34 0.104
H 14.587179 10.117384 12.190212 -0.84 0.09 0.40 0.122
H 16.414777 12.558806 10.094936 -0.20 -0.25 0.48 0.104
H 18.518773 11.774117 10.885475 0.89 0.05 -0.66 0.088
H 19.055553 11.496010 13.296457 -0.41 0.16 -0.09 0.110
H 17.198284 11.846704 14.940425 -0.06 0.10 -0.16 0.108
H 15.070416 12.473113 15.497716 -0.45 0.33 -0.73 0.086
H 13.903349 11.617530 14.508240 0.38 -0.11 -0.41 0.072
H 13.956364 13.355917 14.301315 0.77 -0.65 0.35 0.065
H 14.695800 10.515806 9.734441 -0.15 0.34 -0.29 0.117
H 15.032831 10.205475 7.398507 -0.08 0.65 -0.17 0.114
H 14.527342 12.074871 5.744282 -0.21 -0.02 0.23 0.108
H 13.516692 14.243237 6.688494 0.16 -0.79 0.04 0.120
H 12.146381 15.053765 8.970644 -0.96 0.12 -0.09 0.044
H 13.713155 15.691324 8.695728 0.22 0.28 -0.37 0.033
N 18.589149 15.456347 9.296459 -1.09 0.40 0.98 0.050
C 18.669190 15.685550 10.688001 -0.08 -0.51 -1.02 -0.099
C 17.469961 16.219726 11.042447 -0.11 1.03 -0.05 -0.174
N 16.690765 16.430284 9.924688 -0.26 -1.15 -0.68 0.035
C 17.329201 15.891127 8.894164 0.44 0.40 1.06 -0.184
H 19.296496 14.986708 8.756619 -0.15 0.07 -0.10 0.137
H 19.539953 15.422124 11.276453 -0.19 0.01 -0.27 0.108
H 17.106244 16.589822 12.012344 0.44 -0.39 -0.57 0.090
H 16.883609 15.817691 7.885722 0.78 0.02 0.70 0.123
```
Forces are in eV/Å.

lowest unoccupied orbital energy (spin up / spin down)	-2.05 / -2.05	eV
total charge	+1
E	-100926.586	eV
frontier orbital gap (spin up / spin down)	7.61 / 7.61	eV
HOMO (spin up / spin down)	-9.66 / -9.66	eV
relative energy (zero: lowest compared OMol25 entry of this formula, charge and spin)	2.312	eV

---

DFT (ωB97M-V/def2-TZVPD) results for a cluster of 3 separate species, C2H6N2O6 in total at a distorted geometry.

```
16
Properties=species:S:1:pos:R:3:forces:R:3:nbo_charge:R:1
C -1.721738 0.890968 0.442061 -3.59 -0.37 0.08 0.862
C 1.500316 -0.258803 -0.078192 0.03 -1.00 2.13 0.731
N -1.404466 0.921102 -0.972192 -0.15 -0.23 -0.34 -1.000
N 2.676607 -0.645851 -0.310020 3.60 -0.61 -0.98 -0.406
O 3.633978 -0.086619 0.590318 0.51 1.44 0.43 -0.669
O -1.801486 -2.230611 -0.653211 0.24 -2.95 -1.70 -0.998
O -1.088262 1.589419 1.242114 1.23 1.02 0.64 -0.803
O -2.734644 0.185368 0.791163 1.52 0.27 -0.82 -0.809
O 0.598578 -0.905469 -0.614470 -3.04 -0.08 -1.31 -0.824
O 1.309951 0.597506 0.967235 0.82 0.15 -0.46 -0.787
H -1.171886 1.843513 -1.373490 0.37 -0.80 1.01 0.340
H -1.918683 -1.503635 -0.103551 -0.89 2.49 1.71 0.490
H 3.225297 0.765205 0.875032 0.37 -0.80 0.02 0.446
H 0.384376 0.866373 1.003834 -1.06 0.70 0.29 0.512
H -0.640548 0.206852 -1.028952 -0.22 0.56 -0.67 0.423
H -0.847383 -2.235321 -0.777678 0.27 0.21 -0.05 0.490
```
Forces are in eV/Å.

lowest unoccupied orbital energy	6.62	eV
total charge	-2
E	-17435.457	eV
frontier orbital gap	6.70	eV
HOMO	-0.08	eV
relative energy (zero: lowest compared OMol25 entry of this formula, charge and spin)	1.390	eV